The following is a DFT calculation (ωB97M-V with the def2-TZVPD basis set) of a 15-piece molecular cluster, C2H37N2O14 overall in a non-equilibrium geometry.

```
55
Properties=species:S:1:pos:R:3:mulliken_charge:R:1
O -0.962 1.904 -2.720 -0.736
O 3.248 2.477 -0.430 -0.798
O -4.120 -2.283 -1.658 -0.604
O 1.251 3.316 1.223 -0.628
O 1.819 1.705 -2.527 -0.652
O 0.806 0.992 2.581 -0.553
O 0.438 -1.520 3.482 -0.556
O 2.151 -3.998 -0.059 -0.670
O -2.509 3.371 -1.491 -0.743
O -4.378 1.166 1.072 -0.630
O 3.432 -1.552 -0.731 -0.612
O 3.346 0.419 1.781 -0.650
O -0.905 -3.491 2.173 -0.723
O -0.626 -3.106 -0.356 -0.620
N 0.558 -0.600 -1.474 -0.113
N -1.872 1.519 0.352 0.091
C -1.419 0.162 -0.156 -0.903
C 0.110 0.248 -0.213 0.094
H 0.193 -0.055 -2.215 0.319
H 0.253 -2.212 2.878 0.285
H 4.003 -1.396 -1.509 0.289
H 1.036 4.255 1.398 0.280
H -1.255 1.879 1.065 0.298
H -1.022 -3.215 1.171 0.378
H 0.612 0.307 3.263 0.271
H 1.308 -3.802 0.657 0.381
H -0.939 -3.254 -1.269 0.351
H -1.265 1.663 -3.567 0.330
H -1.841 2.192 -0.476 0.337
H 0.661 -0.310 0.651 -0.025
H 1.658 -3.668 -0.816 0.347
H -4.738 0.933 1.916 0.311
H 0.592 1.250 -0.368 0.432
H 2.263 1.289 -3.296 0.307
H 1.695 0.802 2.304 0.406
H -1.470 -4.359 2.258 0.339
H -2.766 1.541 0.645 0.292
H -1.862 3.120 -2.159 0.412
H 3.411 -2.542 -0.538 0.380
H 1.605 -0.688 -1.506 0.208
H 4.188 0.723 1.897 0.248
H -0.155 -2.252 -0.425 0.112
H 0.808 2.692 1.746 0.315
H 2.491 2.019 -1.873 0.374
H -4.275 -2.295 -2.572 0.322
H -4.806 0.603 0.525 0.290
H 2.526 3.111 0.092 0.516
H -3.413 3.201 -1.708 0.319
H 3.194 1.868 0.284 0.358
H -3.582 -3.093 -1.508 0.295
H 0.040 1.989 -2.769 0.347
H -1.696 -0.661 0.468 0.567
H 0.805 -1.943 4.314 0.306
H 3.329 -0.341 1.278 0.246
H -1.955 -0.081 -1.082 0.462
```

Results
- Energy relative to the best compared isomer or geometry (same formula, charge and spin): 0.000 eV
- Max |F|: 5.73 eV/Å
- HOMO-LUMO gap (spin up / spin down): 10.5 / 4.8 eV
- Net charge: +2
- Multiplicity: 2
- HOMO energy (spin up / spin down): -16.5 / -16.5 eV
- E: -34301.553 eV
- ⟨S²⟩: 0.75
- Molar mass: 313.32 g/mol

---

The following is a DFT calculation (ωB97M-V with the def2-TZVPD basis set) of a 18-piece molecular cluster, C2H39O18 overall in a non-equilibrium geometry.

```
59
Properties=species:S:1:pos:R:3:mulliken_charge:R:1
O 14.304 25.035 2.226 -0.600
O 9.006 25.252 0.227 -0.799
O 11.160 28.351 -0.173 -0.724
O 7.720 28.775 0.238 -0.709
O 11.085 29.706 5.092 -0.572
O 7.146 25.256 2.829 -0.722
O 11.137 24.293 4.991 -0.728
O 13.788 25.288 5.017 -0.679
O 7.359 28.428 3.217 -0.697
O 9.218 27.116 1.868 1.285
O 12.815 29.994 1.863 -0.679
O 9.619 23.525 2.470 -0.572
O 14.787 28.203 2.383 -0.590
O 8.515 30.074 5.017 -0.737
O 8.322 27.404 6.375 -0.641
O 13.574 26.880 0.001 -0.708
O 13.794 28.120 5.085 -0.705
O 10.261 30.143 2.359 -0.778
C 11.343 26.660 2.577 1.067
C 9.996 27.123 3.053 -0.436
H 11.823 27.414 2.038 -1.305
H 10.097 29.201 2.318 0.091
H 12.775 30.804 1.389 0.259
H 14.144 28.834 2.152 0.342
H 8.400 25.673 -0.358 0.293
H 8.281 29.630 5.815 0.288
H 9.929 28.089 3.477 0.279
H 11.186 29.487 6.007 0.351
H 6.666 25.615 2.072 0.346
H 8.260 29.501 4.281 0.494
H 11.901 26.575 3.522 -0.504
H 9.132 25.911 0.914 -0.132
H 10.697 29.210 -0.305 0.327
H 9.621 24.086 1.680 0.322
H 13.755 25.006 3.026 0.308
H 13.163 28.821 4.893 0.268
H 8.256 28.150 0.779 0.056
H 14.300 24.174 1.815 0.264
H 10.526 24.341 4.220 0.292
H 7.415 28.239 -0.524 0.288
H 10.147 29.662 5.138 0.095
H 13.889 26.526 0.811 0.347
H 7.781 26.610 6.291 0.340
H 10.506 30.331 3.226 0.505
H 7.990 27.931 2.711 0.158
H 12.984 24.774 5.048 0.484
H 11.059 25.007 5.567 0.309
H 10.250 22.894 2.229 0.302
H 13.665 28.075 6.023 0.309
H 13.663 26.213 4.979 0.297
H 11.394 25.718 2.038 0.605
H 11.928 29.946 2.270 0.371
H 7.983 25.768 2.928 0.142
H 12.754 27.322 0.234 0.350
H 6.570 27.913 3.251 0.293
H 10.821 27.975 0.652 0.229
H 9.673 26.421 3.770 0.039
H 9.072 27.085 5.839 0.271
H 14.682 28.288 3.295 0.351
```

Results
- Energy relative to the best compared isomer or geometry (same formula, charge and spin): 1.747 eV
- Max |F|: 4.06 eV/Å
- HOMO-LUMO gap: 8.4 eV
- Net charge: -1
- HOMO energy: -6.5 eV
- E: -39563.926 eV
- Molar mass: 351.32 g/mol

---

Repeat the second record exactly.
The following is a DFT calculation (ωB97M-V with the def2-TZVPD basis set) of a 18-piece molecular cluster, C2H39O18 overall in a non-equilibrium geometry.

```
59
Properties=species:S:1:pos:R:3:mulliken_charge:R:1
O 14.304 25.035 2.226 -0.600
O 9.006 25.252 0.227 -0.799
O 11.160 28.351 -0.173 -0.724
O 7.720 28.775 0.238 -0.709
O 11.085 29.706 5.092 -0.572
O 7.146 25.256 2.829 -0.722
O 11.137 24.293 4.991 -0.728
O 13.788 25.288 5.017 -0.679
O 7.359 28.428 3.217 -0.697
O 9.218 27.116 1.868 1.285
O 12.815 29.994 1.863 -0.679
O 9.619 23.525 2.470 -0.572
O 14.787 28.203 2.383 -0.590
O 8.515 30.074 5.017 -0.737
O 8.322 27.404 6.375 -0.641
O 13.574 26.880 0.001 -0.708
O 13.794 28.120 5.085 -0.705
O 10.261 30.143 2.359 -0.778
C 11.343 26.660 2.577 1.067
C 9.996 27.123 3.053 -0.436
H 11.823 27.414 2.038 -1.305
H 10.097 29.201 2.318 0.091
H 12.775 30.804 1.389 0.259
H 14.144 28.834 2.152 0.342
H 8.400 25.673 -0.358 0.293
H 8.281 29.630 5.815 0.288
H 9.929 28.089 3.477 0.279
H 11.186 29.487 6.007 0.351
H 6.666 25.615 2.072 0.346
H 8.260 29.501 4.281 0.494
H 11.901 26.575 3.522 -0.504
H 9.132 25.911 0.914 -0.132
H 10.697 29.210 -0.305 0.327
H 9.621 24.086 1.680 0.322
H 13.755 25.006 3.026 0.308
H 13.163 28.821 4.893 0.268
H 8.256 28.150 0.779 0.056
H 14.300 24.174 1.815 0.264
H 10.526 24.341 4.220 0.292
H 7.415 28.239 -0.524 0.288
H 10.147 29.662 5.138 0.095
H 13.889 26.526 0.811 0.347
H 7.781 26.610 6.291 0.340
H 10.506 30.331 3.226 0.505
H 7.990 27.931 2.711 0.158
H 12.984 24.774 5.048 0.484
H 11.059 25.007 5.567 0.309
H 10.250 22.894 2.229 0.302
H 13.665 28.075 6.023 0.309
H 13.663 26.213 4.979 0.297
H 11.394 25.718 2.038 0.605
H 11.928 29.946 2.270 0.371
H 7.983 25.768 2.928 0.142
H 12.754 27.322 0.234 0.350
H 6.570 27.913 3.251 0.293
H 10.821 27.975 0.652 0.229
H 9.673 26.421 3.770 0.039
H 9.072 27.085 5.839 0.271
H 14.682 28.288 3.295 0.351
```

Results
- Energy relative to the best compared isomer or geometry (same formula, charge and spin): 1.747 eV
- Max |F|: 4.06 eV/Å
- HOMO-LUMO gap: 8.4 eV
- Net charge: -1
- HOMO energy: -6.5 eV
- E: -39563.926 eV
- Molar mass: 351.32 g/mol

---

Q: Number 2 is which compound?
A: C2H39O18

---

Q: The lowest net charge belongs to which entry?
A: C2H39O18

---

Q: The lowest net charge belongs to which entry?
A: C2H39O18